Density functional theory data (ωB97M-V/def2-TZVPD) for a 12-piece molecular cluster, C67H143BN5O19 overall at a distorted geometry.

Element x y z (Å)
O  15.33907  0.42947  -14.31412
C  14.08771  0.24161  -14.35905
O  13.37371  -0.67203  -15.04488
B  11.93829  -0.63762  -14.60756
O  11.84553  0.48406  -13.70230
C  13.05740  1.07410  -13.50208
O  13.25756  1.98507  -12.70854
O  11.53545  -1.90423  -13.91190
C  10.64574  -2.54445  -14.78357
O  10.11730  -3.66466  -14.65923
C  10.27168  -1.53807  -15.86278
O  11.08661  -0.48744  -15.74438
O  9.49713  -1.78731  -16.77138
C  16.61310  0.70346  -10.88268
C  17.57295  0.01622  -11.87538
C  17.12135  -1.35670  -12.34480
O  17.79311  0.90705  -12.94423
H  16.47445  0.18510  -9.93389
H  15.60173  0.86494  -11.25569
H  16.97586  1.72821  -10.80276
H  18.52678  -0.11373  -11.36409
H  16.19073  -1.22616  -12.89705
H  16.95204  -2.05521  -11.52534
H  17.83389  -1.82592  -13.02320
H  17.04898  0.79183  -13.53971
C  15.62787  3.67942  -14.33791
C  16.72797  4.57434  -14.94883
C  16.12677  4.95929  -16.26267
O  17.13826  5.73253  -14.18671
H  15.94613  3.12970  -13.45211
H  15.36631  2.96024  -15.11410
H  14.67518  4.14511  -14.08570
H  17.61625  3.99223  -15.19421
H  16.93268  5.53953  -16.71203
H  15.33858  5.70507  -16.15941
H  15.73770  4.18704  -16.92626
H  17.55217  6.34699  -14.79723
C  8.66496  0.16553  -19.79662
C  7.75744  -1.07459  -19.69860
C  8.56746  -2.28210  -20.04730
O  7.22936  -1.24383  -18.45137
H  8.14007  1.11239  -19.66994
H  9.14566  0.21320  -20.77373
H  9.40052  0.15687  -18.99227
H  7.05529  -1.08740  -20.53220
H  9.01797  -2.16322  -21.03270
H  8.00473  -3.20371  -19.89878
H  9.38879  -2.46880  -19.35544
H  8.01425  -1.22914  -17.89879
C  5.13489  -5.85538  -16.81609
C  5.36444  -4.36875  -16.36282
C  6.92064  -3.97289  -16.17433
O  4.79585  -3.59694  -17.42290
H  5.82039  -6.03732  -17.64380
H  4.14039  -6.01020  -17.23452
H  5.31370  -6.45024  -15.92039
H  4.72182  -4.14014  -15.51261
H  7.35128  -3.68315  -17.13283
H  7.48967  -4.89692  -16.07200
H  7.13084  -3.31642  -15.32996
H  3.89922  -3.90661  -17.57042
C  10.21250  -5.16516  -17.57684
C  10.66100  -6.66180  -17.63538
C  11.57681  -6.99117  -18.80010
O  11.43021  -6.99496  -16.44531
H  11.12334  -4.57648  -17.68612
H  9.59704  -5.00117  -16.69229
H  9.55493  -4.89210  -18.40214
H  9.76695  -7.27152  -17.76590
H  11.13293  -6.89059  -19.79053
H  11.73964  -8.06128  -18.67188
H  12.58307  -6.57789  -18.73117
H  10.84938  -6.84515  -15.69578
C  9.91537  3.66557  -11.33341
C  10.70186  4.63431  -12.19315
C  10.55699  6.04223  -11.69017
O  12.07827  4.34704  -12.33066
H  10.07503  2.66546  -11.73640
H  8.86064  3.85695  -11.53095
H  9.97695  3.72659  -10.24686
H  10.25545  4.62633  -13.18750
H  10.73213  6.02788  -10.61442
H  9.65567  6.62166  -11.89009
H  11.26786  6.66003  -12.23887
H  12.13260  3.38935  -12.29226
C  15.21875  1.13325  -18.47698
C  14.83780  -0.14630  -19.18570
C  13.74184  -0.71619  -18.23707
C  13.03959  -1.96605  -18.82824
C  12.49868  -1.64842  -20.16623
C  13.53347  -1.01572  -21.14649
N  14.24187  0.11108  -20.51386
O  15.20349  0.69528  -21.40444
C  14.41769  -2.02447  -21.84434
C  12.72293  -0.37940  -22.28776
C  16.14829  -1.08249  -19.08255
H  15.45370  1.09288  -17.41337
H  14.37554  1.81084  -18.61100
H  16.14538  1.52754  -18.89411
H  14.16906  -0.96110  -17.26465
H  12.98359  0.03137  -18.00403
H  12.27115  -2.23625  -18.10395
H  13.72540  -2.80835  -18.73721
H  11.74224  -0.89502  -19.94649
H  12.00680  -2.47175  -20.68419
H  15.15356  -2.58649  -21.26924
H  13.91877  -2.91691  -22.22214
H  14.91606  -1.64740  -22.73739
H  12.17076  -1.09345  -22.89877
H  12.02284  0.32479  -21.83819
H  13.36811  0.11713  -23.01255
H  16.88815  -0.60489  -19.72488
H  16.02598  -2.13371  -19.34350
H  16.45907  -1.03187  -18.03902
H  15.08448  1.61964  -21.17424
C  9.51074  -9.31032  -13.36383
C  8.34650  -8.24793  -13.56149
C  7.25679  -8.54381  -12.55630
C  7.54704  -8.29559  -11.07991
C  8.00222  -6.87091  -10.87451
C  9.12355  -6.44755  -11.75898
N  8.85824  -6.87334  -13.22310
O  9.80348  -6.38074  -14.13234
C  9.23078  -4.88949  -11.65785
C  10.50068  -7.02821  -11.20815
C  7.80946  -8.41799  -15.02102
H  9.92512  -9.43210  -12.36305
H  10.40873  -9.12551  -13.95338
H  9.17947  -10.32843  -13.56836
H  6.33950  -7.98418  -12.73926
H  6.98448  -9.59654  -12.63187
H  8.38912  -8.93610  -10.81768
H  6.66759  -8.68172  -10.56457
H  8.22868  -6.82501  -9.80928
H  7.19248  -6.14387  -10.93644
H  10.03974  -4.50550  -12.27933
H  8.31173  -4.38958  -11.96367
H  9.47703  -4.55037  -10.65164
H  11.05505  -6.43958  -10.47721
H  10.33672  -7.98218  -10.70698
H  11.15728  -7.11653  -12.07371
H  7.14355  -7.63718  -15.38846
H  7.25353  -9.35030  -15.12013
H  8.56610  -8.47807  -15.80332
H  9.52859  -5.48001  -14.31862
C  7.83141  5.50021  -17.41883
C  9.26860  5.06635  -16.90753
C  9.01096  3.88018  -15.91238
C  10.26830  3.04707  -15.55317
C  10.91538  2.50930  -16.84607
C  11.22654  3.64674  -17.85744
N  10.06742  4.55031  -18.04685
O  10.29332  5.49896  -19.08702
C  12.50736  4.36199  -17.30029
C  11.57956  2.98360  -19.20604
C  9.86383  6.20225  -16.06393
H  7.25543  6.03036  -16.66035
H  7.25617  4.65675  -17.80065
H  7.89130  6.30001  -18.15696
H  8.70498  4.11751  -14.89348
H  8.37467  3.16023  -16.42705
H  10.06671  2.21514  -14.87838
H  11.06768  3.63424  -15.10114
H  10.19884  1.80831  -17.27420
H  11.80887  1.95825  -16.55267
H  12.52569  5.35312  -17.75352
H  12.56462  4.36322  -16.21179
H  13.34983  3.90434  -17.81885
H  10.72742  2.63104  -19.78713
H  12.21918  3.58630  -19.85081
H  12.21689  2.12942  -18.97739
H  10.26173  6.96810  -16.72971
H  10.70179  5.92288  -15.42529
H  9.18547  6.61390  -15.31662
H  9.72997  5.21222  -19.80952
C  11.89052  -4.29898  -7.54425
C  12.57698  -2.97348  -7.15043
C  14.17145  -3.18282  -7.10769
C  14.83336  -3.09719  -8.46575
C  14.36818  -1.79252  -9.16874
C  12.86076  -1.64996  -9.35026
N  12.17864  -1.82030  -7.99461
O  10.87858  -1.63189  -7.90431
C  12.50563  -0.19053  -9.73030
C  12.22887  -2.59728  -10.41567
C  12.23109  -2.66998  -5.65170
H  12.57197  -4.85113  -8.19143
H  10.87616  -4.13930  -7.90987
H  11.97923  -4.97343  -6.69260
H  14.64818  -2.48531  -6.41900
H  14.40268  -4.19646  -6.78033
H  14.55563  -3.86057  -9.19253
H  15.92241  -3.14205  -8.45865
H  14.80355  -1.72237  -10.16555
H  14.72166  -0.93685  -8.59345
H  11.45897  0.04791  -9.91936
H  12.90681  0.45319  -8.94749
H  13.03006  0.01886  -10.66262
H  12.29535  -3.62624  -10.06223
H  11.19882  -2.27837  -10.57507
H  12.74906  -2.50327  -11.36890
H  12.60292  -1.67191  -5.41998
H  12.70035  -3.38849  -4.97967
H  11.18354  -2.65531  -5.35081
H  10.79263  -0.77125  -7.48775
C  15.90094  -7.81822  -13.66141
C  14.94590  -6.60412  -13.84464
C  15.47701  -5.58410  -12.78890
C  15.02783  -4.15848  -12.98085
C  15.40100  -3.72189  -14.40480
C  14.85264  -4.63550  -15.51956
N  15.05806  -6.07016  -15.22606
O  14.52223  -6.85737  -16.22407
C  13.43234  -4.27367  -15.65090
C  15.62165  -4.25968  -16.77785
C  13.48001  -6.97760  -13.47983
H  16.93282  -7.53943  -13.87491
H  15.59395  -8.72429  -14.18382
H  15.84073  -8.18203  -12.63567
H  15.14930  -5.83567  -11.78024
H  16.55266  -5.62521  -12.61738
H  15.41472  -3.48347  -12.21746
H  13.96750  -4.23624  -12.74053
H  16.46958  -3.58622  -14.57165
H  14.84641  -2.78854  -14.50167
H  12.92324  -4.95785  -16.32973
H  12.76791  -4.26710  -14.78685
H  13.43347  -3.33075  -16.19773
H  16.62311  -4.63543  -16.56812
H  15.23888  -4.88848  -17.58171
H  15.60714  -3.21143  -17.07630
H  13.24363  -7.86989  -14.05952
H  12.84405  -6.16524  -13.83159
H  13.23631  -7.25270  -12.45365
H  13.59456  -6.61814  -16.16237

Atomic forces in eV per Å
-4.31 -0.95 -0.70
1.95 -0.17 -0.21
2.57 1.77 1.35
-1.35 -2.14 0.11
2.18 2.23 1.08
-1.72 -0.56 0.90
0.15 -1.56 -1.56
0.38 0.18 -0.66
-1.12 2.66 -2.19
0.38 -0.51 0.96
1.36 -3.94 3.25
0.42 1.77 -0.65
-1.23 0.68 -1.90
-0.16 0.12 -0.45
-0.39 -0.10 0.84
-0.35 0.16 -0.22
0.58 -0.18 -0.18
0.44 0.11 0.16
-0.12 -0.39 -0.54
0.23 -0.06 0.64
0.25 0.19 0.03
-0.07 -0.24 0.02
-0.01 0.13 0.19
0.15 0.14 -0.03
-0.38 0.17 -0.32
0.74 -0.14 0.90
-1.46 -0.84 0.04
0.55 2.17 -0.90
-0.67 -0.77 0.04
0.04 -0.04 -0.04
0.25 -0.24 0.14
0.22 0.65 -0.01
0.10 -0.34 0.42
0.05 -0.04 -1.07
-0.33 -0.13 0.38
0.47 -0.20 0.23
0.03 0.01 -0.12
-0.45 0.29 0.01
1.56 0.14 -1.54
1.35 -1.11 0.26
-1.41 0.52 0.50
-0.40 -0.01 0.01
0.25 -0.08 0.00
0.27 -0.30 -0.08
-1.03 0.66 0.49
-0.17 -0.41 -0.27
-0.46 0.02 -0.66
0.31 0.54 0.27
0.44 -0.31 1.22
0.88 1.33 0.84
0.44 -0.38 -1.18
-1.73 -1.57 -0.61
0.42 0.96 -0.49
0.27 -0.33 0.25
-0.24 0.04 0.39
0.02 -0.61 -0.39
0.51 -0.22 0.67
-0.45 1.00 0.10
-0.16 -0.31 0.83
0.00 0.10 -0.45
-0.01 -0.02 0.08
0.20 -1.41 -0.43
0.38 1.71 -0.10
0.07 -1.22 0.33
-0.59 -0.18 -1.19
-0.27 0.43 0.62
0.68 0.44 0.22
0.04 -0.24 -0.36
-0.12 -0.39 0.46
-0.04 0.47 0.10
0.20 -0.30 -0.22
-0.20 0.56 -0.03
-0.19 0.13 0.62
-0.74 -0.37 -0.78
-0.66 0.66 -0.19
0.56 1.00 0.03
-0.63 0.37 0.57
0.14 -0.31 0.47
-0.22 0.10 -0.12
0.77 -0.01 -0.04
-0.18 -0.31 -0.30
0.28 0.45 0.02
-0.68 -0.80 0.04
0.61 -0.03 0.43
0.71 -0.48 -0.19
0.47 1.09 -0.82
0.47 -1.85 1.89
-0.29 -1.03 -1.03
1.00 0.04 2.10
0.31 0.80 -0.66
-0.64 0.22 -1.13
-0.16 -0.33 1.47
-0.02 -0.44 0.28
1.06 -1.81 -0.24
-0.26 0.26 -0.11
-1.29 1.03 -0.48
-0.38 -0.71 0.08
0.21 0.43 0.03
-0.04 0.49 -0.37
0.28 -0.02 -0.15
-0.11 0.23 -0.24
-0.49 0.02 -0.18
0.28 -0.18 -0.60
-0.24 0.17 -0.41
0.05 -0.10 0.05
0.38 0.75 0.57
-1.09 0.27 -0.13
0.15 0.45 0.22
-0.15 -0.36 0.36
-0.05 0.17 -0.24
0.13 0.28 0.26
0.26 -0.26 0.03
-0.18 0.15 -0.12
0.15 0.03 -0.05
0.08 0.22 -0.24
-0.10 -0.26 0.05
2.22 0.15 0.42
-0.96 -0.43 0.42
0.84 -0.56 -1.45
-1.73 -0.35 1.30
2.20 0.54 -0.42
-1.90 0.32 0.99
0.42 -1.13 0.44
0.24 -0.48 -0.70
-0.61 -0.05 -0.76
0.18 0.42 0.05
-0.41 0.62 0.35
-0.27 0.30 -0.46
-0.29 -0.06 -0.51
-0.01 0.22 -0.60
-0.04 -0.20 -0.34
0.00 -0.22 0.31
0.05 0.58 0.54
0.81 0.43 0.07
-0.38 -0.12 -0.51
-0.05 -0.04 -0.25
-0.08 -0.12 -0.15
-0.14 -0.40 0.27
-0.45 0.59 0.00
0.11 -0.27 -0.32
0.03 -0.31 0.11
-0.07 0.28 0.56
-0.04 -0.16 0.38
0.52 0.06 0.37
0.11 1.03 -0.18
1.03 0.54 0.04
-1.22 -0.36 1.16
1.71 -1.26 -0.22
0.96 0.27 -1.61
-1.41 0.46 0.32
0.80 -0.05 0.54
-0.97 -1.00 0.47
0.36 0.30 0.87
-0.66 0.14 -1.68
0.52 0.01 0.25
0.91 0.36 -0.30
0.07 -0.52 0.59
0.14 0.02 -0.04
0.32 -0.26 -0.55
-1.07 0.86 -0.48
-0.54 0.09 0.33
-0.27 0.07 -0.04
-0.29 0.37 0.54
0.15 -0.24 -0.25
0.19 0.01 -0.49
-0.11 0.44 0.50
0.25 0.12 -0.23
0.34 -0.42 0.71
-0.18 0.03 0.22
-0.22 0.47 -0.03
-0.20 -0.29 0.01
-0.22 0.37 0.09
0.28 -0.57 -0.29
-0.52 0.13 -0.46
-0.12 -0.23 0.04
1.40 -0.12 0.38
0.68 -0.22 1.04
-0.87 -0.46 -0.95
-0.80 1.42 -1.62
0.18 -0.18 0.26
-2.73 0.14 0.45
6.02 -1.19 0.69
-3.53 0.46 -0.50
1.13 -0.38 -0.35
0.75 0.52 0.66
-0.05 0.51 -0.35
-0.50 0.22 -1.00
0.17 -0.33 -0.01
-0.82 0.10 0.45
-0.17 0.16 0.01
-0.42 -0.08 0.67
-0.29 -0.64 0.43
0.07 0.15 0.40
0.12 0.05 -0.07
0.04 0.18 0.06
-0.06 -0.45 0.21
-0.06 0.23 -0.05
0.03 0.29 -0.07
-0.20 -0.06 -0.25
-0.04 -0.33 0.01
-0.03 0.00 -0.08
0.23 0.06 0.11
0.25 -0.08 -0.15
-0.27 -0.17 -0.57
-0.31 0.15 0.02
-0.82 -0.28 0.08
0.31 -0.16 1.02
0.44 0.27 0.76
0.21 -0.92 -0.51
-1.10 0.06 0.76
0.52 0.43 1.63
2.48 1.12 1.42
-0.30 -0.45 0.21
-1.89 -0.10 -1.54
0.16 -1.49 -0.17
0.40 -0.29 -1.08
-0.11 -0.09 -0.19
0.06 0.25 -0.76
0.10 0.42 0.44
-0.50 -0.76 -0.02
0.42 -0.10 -0.84
0.31 -0.06 -0.08
-0.45 0.71 -0.77
0.12 0.12 0.49
0.57 0.39 -0.63
-0.11 -0.06 -0.25
0.45 0.42 0.26
-0.56 0.35 0.37
0.35 0.38 -0.34
-0.02 0.20 -0.32
-0.10 -0.03 0.37
-0.31 0.00 -0.25
-0.31 -0.12 0.28
0.53 0.38 0.17
-1.02 -0.60 -0.58

Calculated values
2S+1   2
<S²>   0.753
E_tot   -4366.776616 hartree
Charge   -2